(1)
This record from OMol25 describes a cluster of 10 separate species, H20O10 in total in a non-equilibrium geometry. The level of theory is the ωB97M-V functional and the def2-TZVPD basis.

The geometry in XYZ format:
```
30
Properties=species:S:1:pos:R:3:forces:R:3:mulliken_charge:R:1
O -2.16797 2.00910 0.29717 -0.59 0.34 -1.42 -0.655
H -1.48197 1.36710 0.31417 0.91 -1.16 -0.50 0.264
H -2.18297 2.24310 1.20517 -0.49 0.73 1.64 0.435
O -2.06497 -2.45990 0.90617 0.12 -0.03 -0.68 -0.699
H -1.35697 -1.82890 1.03917 0.52 0.62 1.02 0.364
H -2.35197 -2.10690 0.05717 -0.78 -0.29 -0.10 0.326
O -0.91097 -0.87190 -2.91383 -1.62 0.52 -1.60 -0.622
H -1.65797 -1.15390 -2.38883 -0.22 -0.26 0.06 0.321
H -0.18897 -0.89690 -2.33883 1.78 -0.60 1.51 0.233
O -0.12697 -3.04690 -1.05383 0.01 0.83 -1.46 -0.581
H -0.59797 -3.05790 -0.23783 -0.77 -0.32 1.26 0.346
H 0.63003 -3.59290 -0.94083 0.91 -0.74 0.24 0.275
O 0.88503 2.26610 1.88117 -0.76 0.07 0.14 -0.680
H 0.67303 2.74710 1.08217 -0.56 0.31 -0.47 0.352
H 1.80803 2.11710 1.79117 1.41 -0.30 0.27 0.276
O -0.18697 1.79710 -2.11083 3.09 1.16 -1.05 -0.600
H 0.70403 1.72010 -2.62183 -2.66 0.07 1.23 0.293
H -0.48697 0.90510 -1.98883 -0.39 -0.72 -0.31 0.329
O -1.70497 2.69810 2.92017 -0.07 -1.09 0.15 -0.687
H -0.79097 2.39510 2.91317 0.13 -0.11 0.06 0.358
H -1.62097 3.62310 3.05817 -0.09 1.35 0.21 0.307
O 2.93003 -1.96890 0.46517 1.18 -0.14 -0.21 -0.686
H 3.74603 -1.88590 -0.08183 -0.92 -0.13 0.74 0.301
H 2.28403 -1.37690 0.04417 0.42 -0.50 0.20 0.438
O 1.57903 -0.57490 -1.19883 -0.13 1.83 -0.01 -0.552
H 2.12803 0.22810 -1.19483 -0.51 0.10 0.11 0.238
H 2.03303 -1.09290 -1.83883 0.34 -1.29 -1.01 0.311
O -0.17697 -0.21290 1.00817 -0.57 -2.97 -2.36 -0.448
H 0.55503 -0.48090 0.40917 -0.86 0.44 0.66 0.169
H 0.10203 0.49310 1.51817 1.16 2.30 1.68 0.272
```
Positions in Å, forces in eV/Å.

Summary:
**F_max**: 3.8 eV/A
**Calculated total energy**: -20799.250 eV
**Gap between HOMO and LUMO**: 9.713 eV
**Total charge**: 0
**SMILES**: O.O.O.O.O.O.O.O.O.O



(2)
This record from OMol25 describes a cluster of 2 separate species, C6H13NO2 in total in a non-equilibrium geometry. The level of theory is the ωB97M-V functional and the def2-TZVPD basis.

The geometry in XYZ format:
```
22
Properties=species:S:1:pos:R:3:forces:R:3:mulliken_charge:R:1
C -1.55149 -1.45971 -1.21981 0.25 -0.08 -0.14 -1.136
C -0.92359 -0.89629 0.01462 -1.07 1.33 0.52 -0.172
N -0.77905 0.38184 0.14966 -0.42 -1.61 -1.13 -0.449
C -0.21207 0.90209 1.30052 2.90 -0.01 -0.10 0.944
C -0.41362 2.40257 1.42598 -0.19 -0.39 0.31 -1.507
O -0.45693 0.15080 2.46752 -0.49 -0.20 0.53 -0.572
H -2.61183 -1.65407 -1.03557 0.06 0.02 0.02 0.378
H -1.46357 -0.76447 -2.05434 -0.03 -0.03 0.03 0.269
H -1.09185 -2.41569 -1.47969 -0.04 0.00 -0.08 0.301
H -0.87788 -1.56319 0.87870 0.35 0.01 0.03 0.458
H 0.96280 0.61935 1.02709 -2.24 1.45 0.76 0.088
H -0.14631 2.89111 0.49098 0.01 -0.04 0.05 0.352
H -1.45956 2.61825 1.65182 -0.09 0.07 -0.05 0.390
H 0.19627 2.80187 2.23562 0.09 0.05 -0.03 0.420
H -0.60162 0.71383 3.23690 0.05 0.06 -0.30 0.307
C 1.59223 -0.47726 -1.91436 -0.47 0.28 0.00 -0.900
C 1.58051 -0.95538 -0.49442 2.12 0.81 1.05 0.145
O 2.05439 -0.25796 0.42835 -0.44 -1.64 -1.67 -0.586
H 0.84532 0.31150 -2.01892 0.04 0.08 -0.06 0.258
H 2.56736 -0.04401 -2.14390 -0.03 -0.10 0.05 0.333
H 1.34837 -1.27258 -2.61416 0.07 -0.07 -0.03 0.272
H 1.44212 -2.03262 -0.33258 -0.42 0.03 0.24 0.406
```
Positions in Å, forces in eV/Å.

Summary:
**F_max**: 2.9 eV/A
**Calculated total energy**: -12015.914 eV
**Gap between HOMO and LUMO**: 9.687 eV
**Total charge**: 0
**SMILES**: C/C=N/[C@@H](C)O.CC=O



(3)
This record from OMol25 describes a cluster of 2 separate species, C2H6O in total in a non-equilibrium geometry. The level of theory is the ωB97M-V functional and the def2-TZVPD basis.

The geometry in XYZ format:
```
9
Properties=species:S:1:pos:R:3:forces:R:3:mulliken_charge:R:1
C -2.10170 1.53958 1.24319 0.45 -1.11 -1.40 -0.449
C -1.23165 0.58041 0.84289 -0.62 0.94 1.16 -0.430
H -2.51904 2.15805 0.44036 -0.11 -0.07 0.51 0.202
H -2.51694 1.66336 2.24990 0.63 -0.01 -0.35 0.240
H -0.98086 0.41144 -0.21056 -0.04 0.28 0.49 0.216
H -0.71739 -0.03075 1.59339 -0.31 -0.03 -0.41 0.220
O 3.29592 -2.50282 -2.02218 0.18 1.22 -0.09 -0.649
H 3.26252 -1.95087 -2.83612 0.05 -0.57 0.90 0.325
H 3.50915 -1.86840 -1.30086 -0.23 -0.66 -0.81 0.324
```
Positions in Å, forces in eV/Å.

Summary:
**F_max**: 1.8 eV/A
**Calculated total energy**: -4217.626 eV
**Gap between HOMO and LUMO**: 10.910 eV
**Total charge**: 0
**SMILES**: C=C.O



(4)
This record from OMol25 describes a cluster of 3 separate species, C29H36F9NO8S2 in total in a non-equilibrium geometry. The level of theory is the ωB97M-V functional and the def2-TZVPD basis.

The geometry in XYZ format:
```
85
Properties=species:S:1:pos:R:3:forces:R:3:mulliken_charge:R:1
C 5.36570 -1.97767 2.53750 1.02 0.04 -0.69 -1.006
C 5.50675 -2.70226 1.14524 -1.09 0.41 0.10 -0.634
C 4.62783 -2.00694 0.04325 -0.22 -1.55 0.15 -0.691
C 3.17144 -2.60907 0.16659 0.59 0.89 0.06 -0.945
C 2.08306 -1.56215 -0.21873 0.37 0.52 0.41 -0.424
C 1.72147 -1.54511 -1.73505 0.43 -2.02 1.10 -0.519
O 1.62144 -0.22155 -2.30241 -1.63 -0.14 0.37 -0.481
S 0.11086 0.24632 -2.61805 -0.53 2.36 -2.42 1.412
O -0.28958 -0.25393 -3.92061 0.21 -1.44 1.08 -0.782
O 0.06424 1.69130 -2.68839 0.52 -0.56 1.40 -0.661
C -1.03111 -0.38793 -1.32053 0.41 -0.34 0.60 1.685
C -0.71597 0.29322 0.06789 -0.22 0.75 -0.22 -1.386
N 0.52261 1.08558 0.11611 -0.13 -0.71 0.32 -0.206
C -2.46844 0.06103 -1.77121 1.21 -0.58 -1.09 -1.363
C -3.62488 -0.71254 -1.09796 -0.44 -0.33 0.30 -0.979
C -4.51619 0.05550 -0.08852 0.23 0.95 -1.56 0.870
F -4.23251 1.40388 -0.09478 0.36 -0.61 0.27 -0.311
F -5.80943 0.02980 -0.53251 0.26 -0.63 0.85 -0.338
C -4.39174 -0.33683 1.41431 -0.04 1.78 0.37 0.403
F -3.13898 -0.09503 1.85280 -0.14 -0.55 -0.66 -0.190
F -5.15634 0.53086 2.10639 -0.10 -0.57 -0.22 -0.279
S -4.85255 -2.06325 1.93931 -1.22 -1.30 2.77 1.332
F -6.32217 -1.55529 2.36263 0.67 -0.36 -0.62 -0.329
F -4.35417 -1.69101 3.43934 -0.18 -0.04 -0.86 -0.328
F -3.38335 -2.64196 1.65628 -0.64 0.40 -0.73 -0.275
F -5.42090 -2.49966 0.51764 0.75 0.32 0.23 -0.291
F -5.25187 -3.51053 2.49701 0.24 0.61 -0.45 -0.310
C -0.83267 -1.94739 -1.31307 -0.41 0.10 -0.30 -1.804
C 0.48249 -2.45943 -1.97519 0.21 -0.20 -0.28 -0.051
C 0.73798 -3.94455 -1.55530 -1.66 -0.25 -1.76 -1.039
C -0.37215 -4.79552 -2.31959 -1.10 -0.24 2.88 -0.028
C -1.58154 -5.23805 -1.40176 2.99 -2.32 -2.50 -0.840
O -0.46180 -6.15515 -1.92492 0.52 1.62 -0.45 -0.501
H 6.39273 -1.75666 2.88858 -0.60 -0.06 0.13 0.339
H 4.86448 -1.00197 2.40673 0.02 -0.50 0.25 0.241
H 4.86779 -2.60105 3.29766 0.09 0.39 -0.35 0.279
H 5.05105 -3.70356 1.28631 0.73 0.24 -0.33 0.294
H 6.55384 -2.79575 0.81276 -0.43 0.02 0.32 0.443
H 4.61909 -0.90919 0.14784 0.12 -0.45 -0.13 0.412
H 4.99900 -2.32050 -0.95395 0.02 0.62 0.43 0.293
H 3.06352 -2.91446 1.22763 -0.32 0.17 -0.57 0.437
H 3.15416 -3.52326 -0.45394 -0.21 0.37 0.38 0.211
H 1.19623 -1.68139 0.43918 0.30 -0.05 -0.59 0.069
H 2.49831 -0.57287 0.05915 -0.31 -0.46 -0.29 0.577
H 2.57290 -2.04097 -2.24906 -0.44 0.54 0.01 0.730
H -1.55825 0.99152 0.25976 0.26 -0.64 -0.02 0.589
H -0.72242 -0.46860 0.86802 0.00 0.24 -0.40 0.049
H 0.25813 2.06635 0.13447 0.36 -0.14 -0.07 0.327
H 0.97536 0.84828 1.01328 -0.44 0.65 -1.30 0.182
H -2.48984 1.15895 -1.70653 -0.41 -0.46 0.22 0.796
H -2.50616 -0.17195 -2.85652 -0.18 0.14 0.59 0.553
H -3.32279 -1.65609 -0.59907 0.24 0.60 -0.38 0.421
H -4.30819 -1.04857 -1.90153 0.18 0.29 0.54 0.481
H -1.67871 -2.40677 -1.86389 0.50 0.20 0.21 0.476
H -0.93273 -2.31460 -0.26925 0.22 0.22 -0.51 0.410
H 0.33301 -2.50728 -3.07477 -0.02 0.27 0.58 0.704
H 1.70347 -4.31704 -1.93467 -0.21 0.23 0.46 0.509
H 0.56580 -4.12095 -0.48204 0.54 0.05 -0.35 0.331
H -0.60851 -4.51533 -3.37185 0.30 -0.43 0.76 0.474
H -2.33690 -5.78674 -1.97611 -0.93 1.26 0.97 0.447
H -1.42637 -5.31319 -0.32082 -0.79 0.75 -0.33 0.274
O 1.48105 6.84193 -5.77018 -0.03 0.04 0.07 -0.550
C 0.98827 6.52357 -4.70749 0.08 -0.07 -0.17 0.295
C 0.84967 5.10217 -4.31547 -0.05 -0.01 0.10 -0.404
C 0.30667 4.75563 -3.14991 0.02 -0.09 -0.01 -0.310
C -0.18011 5.77896 -2.19534 -0.02 -0.07 0.03 0.344
O -0.67376 5.46504 -1.13006 0.03 0.05 -0.03 -0.562
C -0.04205 7.20261 -2.58643 0.01 0.13 -0.03 -0.416
C 0.50053 7.54761 -3.75128 -0.06 0.07 0.12 -0.421
H 1.21126 4.36830 -5.02462 0.00 0.02 -0.01 0.455
H 0.19662 3.72138 -2.84707 0.01 0.08 -0.02 0.882
H -0.40393 7.93609 -1.87660 -0.01 -0.03 0.02 0.416
H 0.61083 8.58116 -4.05464 0.02 -0.02 -0.04 0.403
O 0.98698 0.91790 2.68432 0.16 -0.14 1.33 -0.494
C 0.74667 1.60896 3.65716 0.01 0.00 -0.01 0.320
C -0.37628 2.57329 3.65170 -0.09 0.04 -0.02 -0.155
C -0.63890 3.33087 4.71372 -0.05 -0.03 -0.13 -0.471
C 0.18095 3.23914 5.94625 -0.04 0.10 0.13 0.241
O -0.05891 3.92706 6.91399 0.02 -0.04 -0.05 -0.536
C 1.30546 2.27199 5.94870 0.08 -0.11 -0.06 -0.415
C 1.56657 1.51536 4.88559 0.09 0.01 0.09 -0.487
H -0.96438 2.62606 2.74361 0.02 -0.02 -0.01 0.497
H -1.45465 4.04226 4.72922 0.02 0.01 0.04 0.449
H 1.89387 2.21836 6.85579 -0.03 0.03 0.02 0.411
H 2.38203 0.80329 4.86795 -0.01 -0.01 -0.04 0.452
```
Positions in Å, forces in eV/Å.

Summary:
**F_max**: 4.5 eV/A
**Calculated total energy**: -94647.164 eV
**Gap between HOMO and LUMO**: 7.178 eV
**Total charge**: 0
**SMILES**: CCCCC[C@@H]1OS(=O)(=O)[C@@](CN)(CCC(F)(F)C(F)(F)S(F)(F)(F)(F)F)C[C@@H]1C[C@@H]1CO1.O=C1C=CC(=O)C=C1.O=C1C=CC(=O)C=C1



(5)
This record from OMol25 describes a structure of composition C24H31Cl2MoN2O4S5 in a non-equilibrium geometry. The level of theory is the ωB97M-V functional and the def2-TZVPD basis.

The geometry in XYZ format:
```
69
Properties=species:S:1:pos:R:3:forces:R:3:mulliken_charge:R:1
Mo -1.44914 -1.02294 2.30220 -0.46 0.93 0.30 0.575
C -2.55849 -4.15975 2.02081 -0.02 0.02 0.00 0.068
C -3.54874 -3.43927 1.12849 0.01 -0.01 0.00 -0.878
S -2.98532 -1.77940 0.61395 -0.03 -0.02 -0.16 0.024
C -2.07713 -1.94452 -0.97897 0.01 0.00 0.02 -0.867
C -0.87232 -1.00702 -0.99939 0.09 0.05 0.02 -0.438
S 0.13566 -1.60641 0.41204 0.17 -0.56 -0.18 -0.671
C 1.74352 -0.84869 0.77265 -0.09 0.05 -0.15 0.102
C 2.05505 -1.02961 2.26905 0.05 -0.08 0.01 -0.927
S 0.64515 -1.15042 3.44988 0.07 0.03 0.04 0.051
C 0.67149 -2.78325 4.27919 -0.01 -0.01 -0.02 -0.899
C -0.28497 -3.79153 3.67162 0.00 0.05 0.03 0.049
S -1.95984 -3.08328 3.38732 0.07 -0.01 -0.09 -0.052
H -1.67776 -4.46599 1.46211 -0.05 0.04 0.02 -0.329
H -3.02835 -5.03158 2.47670 0.01 -0.01 -0.01 0.593
H -4.50566 -3.25743 1.61753 0.00 0.01 0.01 0.437
H -3.74246 -4.02787 0.23082 -0.02 0.01 0.00 0.517
H -2.76722 -1.66893 -1.77485 0.00 0.00 0.00 0.623
H -1.77787 -2.98444 -1.09933 0.00 0.00 -0.01 0.442
H -1.13211 0.02894 -0.78288 0.00 0.00 -0.03 0.278
H -0.34066 -1.07582 -1.94286 0.03 -0.04 -0.01 0.563
H 1.77013 0.19048 0.45874 -0.08 0.04 0.02 -0.498
H 2.45277 -1.42114 0.18442 0.12 0.03 -0.12 1.011
H 2.60079 -0.15218 2.61136 0.08 -0.03 -0.03 0.445
H 2.67914 -1.90538 2.43723 -0.06 -0.05 0.00 0.625
H 0.44036 -2.55298 5.31879 -0.02 0.02 0.00 0.471
H 1.68904 -3.17308 4.24129 0.01 0.01 0.03 0.460
H -0.40518 -4.64251 4.34288 0.01 -0.01 -0.01 0.625
H 0.07203 -4.12980 2.70174 -0.02 0.07 0.08 -0.315
C 5.80624 3.05859 1.18568 0.00 0.00 0.00 -1.524
C 4.32178 2.88658 1.08723 0.00 0.01 -0.03 0.796
C 3.53640 2.77147 2.24079 -0.03 0.00 0.01 -0.867
C 2.16173 2.65813 2.16011 0.02 -0.03 0.04 -0.364
C 1.55915 2.65532 0.90359 -0.02 0.02 -0.05 -0.485
C 2.31084 2.77909 -0.26193 -0.01 0.03 0.00 -0.088
C 3.68721 2.88554 -0.15673 0.02 0.00 0.01 -0.798
S -0.16276 2.44251 0.75551 0.01 -0.10 -0.14 1.084
O -0.56821 2.73302 -0.58066 -0.06 -0.05 -0.04 -0.754
O -0.54863 1.12798 1.27342 0.04 0.06 0.26 0.168
N -0.80274 3.53763 1.79282 -0.11 0.01 0.02 -0.345
C -1.73572 3.29312 2.85416 0.12 -0.05 0.05 -0.594
C -3.23140 3.51877 2.40961 -0.28 0.09 -0.04 -0.205
C -4.18014 2.49660 2.75908 0.17 0.01 0.00 0.378
O -4.96589 1.75328 3.01568 0.04 -0.06 0.04 -0.007
O -2.30573 0.21456 3.01476 0.01 -0.39 0.04 -0.945
H 6.19371 2.68223 2.13026 0.00 0.00 0.00 0.397
H 6.05705 4.11994 1.12443 0.00 0.00 0.00 0.330
H 6.31891 2.55750 0.36620 0.00 0.00 0.00 0.411
H 4.01367 2.79680 3.21254 0.00 0.00 0.00 0.462
H 1.56582 2.59987 3.06393 0.00 -0.01 0.00 0.451
H 1.82335 2.80851 -1.22738 0.00 -0.01 0.00 0.549
H 4.28033 2.99103 -1.05624 0.00 0.00 0.00 0.471
H -0.67113 4.49377 1.48351 0.07 0.00 0.03 0.285
H -1.53605 3.99667 3.65958 -0.03 -0.02 0.03 0.511
H -1.60303 2.28689 3.23676 0.01 -0.04 -0.04 0.196
H -3.32544 3.62283 1.32056 0.03 -0.02 0.00 0.369
H -3.66983 4.42203 2.85831 0.06 0.05 -0.05 0.465
Cl 0.17882 -5.96579 1.22121 0.09 -0.19 -0.10 -0.142
C 0.86020 -5.37835 -0.26752 0.03 -0.03 -0.05 0.784
C 1.35172 -6.35152 -1.11512 -0.01 -0.02 0.02 -0.760
C 1.94109 -5.99049 -2.31164 0.00 0.01 -0.01 -0.545
C 2.04837 -4.65153 -2.61722 0.00 -0.02 0.02 -0.889
C 1.55450 -3.68280 -1.75261 -0.02 0.04 0.04 0.990
Cl 1.87347 -2.05287 -2.31687 -0.09 0.10 0.29 -0.167
C 0.90594 -3.99688 -0.54130 0.00 0.01 0.01 -0.585
N 0.27480 -3.15927 0.43621 0.05 0.11 -0.16 0.507
H 1.26981 -7.38934 -0.82443 0.00 0.00 0.00 0.473
H 2.32345 -6.74141 -2.98792 0.01 0.00 0.00 0.433
H 2.52736 -4.33098 -3.53169 0.00 0.00 0.00 0.469
```
Positions in Å, forces in eV/Å.

Summary:
**F_max**: 1.1 eV/A
**Calculated total energy**: -117611.520 eV
**Gap between HOMO and LUMO**: 6.765 eV
**Total charge**: +3



(6)
This record from OMol25 describes a structure of composition C5H4HfNO5 in a non-equilibrium geometry. The level of theory is the ωB97M-V functional and the def2-TZVPD basis.

The geometry in XYZ format:
```
16
Properties=species:S:1:pos:R:3:forces:R:3:mulliken_charge:R:1
O 0.69616 5.08915 -2.53600 0.43 -1.22 0.50 -0.066
C 0.97094 4.07985 -2.11577 -0.47 0.95 -0.37 0.114
Hf 0.24879 0.16594 -0.15666 1.10 -0.37 -2.43 0.511
C 1.07801 -1.68117 0.71861 3.48 -8.75 4.34 0.470
O 1.45044 -2.74695 1.03545 -1.97 6.20 -1.92 -0.018
C -1.89000 -0.31468 0.70143 -5.71 -1.26 1.73 0.657
O -2.96626 -0.65352 0.98384 5.50 1.94 -1.36 -0.042
C -0.46402 -0.54363 -2.04366 -3.15 -2.56 -8.44 0.560
O -0.84852 -1.00805 -3.02788 1.74 2.15 4.37 0.027
C 0.29633 1.10682 1.76876 0.68 6.77 9.28 0.394
O 0.41008 1.76733 2.73330 -0.78 -4.33 -5.93 0.053
H -0.77930 1.50814 -0.56303 -1.11 0.95 0.68 0.061
N -1.06642 -2.38147 -0.39860 0.79 -0.14 -0.41 -0.851
H -1.97637 -2.27069 -0.91578 0.96 -0.66 0.61 0.376
H -1.21633 -2.81568 0.55416 -0.01 0.17 -1.45 0.368
H -0.37299 -2.94669 -0.96879 -1.47 0.16 0.80 0.386
```
Positions in Å, forces in eV/Å.

Summary:
**F_max**: 11.5 eV/A
**Calculated total energy**: -18243.729 eV
**Gap between HOMO and LUMO**: 4.997 eV
**Total charge**: +3